Molecular formula: C6H9NO4P
Method: DFT, wB97M-V/def2-TZVPD

E_LUMO (alpha / beta) = 3.5 / 0.2 eV
Spin multiplicity = 3
Strongest force on any atom = 0.073 hartree/bohr
Frontier orbital gap (alpha / beta) = 0.236 / 0.219 Eh
Charge = -1
Energy = -930.95789 Eh

CARTESIAN COORDINATES (ANGSTROEM)
P  -2.00726  -1.13657  -0.23954
O  -3.41912  -0.92224  -0.77374
O  -1.64655  -2.52534  0.23572
O  1.32719  1.66143  2.17198
O  0.20473  2.47183  0.40371
N  0.74140  1.51896  1.05067
C  1.34897  0.77426  -1.84593
C  1.03017  -0.91893  1.29266
C  0.28401  0.09593  -0.94110
C  0.42909  0.17102  0.49717
C  -1.61403  0.08151  1.01451
C  -0.78635  -0.53111  -1.44211
H  -1.75802  -0.09964  2.00367
H  1.02838  -0.51329  2.32512
H  1.68110  1.80251  -1.60928
H  0.79257  0.68170  -2.86056
H  2.14160  -1.13770  1.01693
H  -0.77722  -0.87272  -2.49747
H  -1.67414  1.09641  0.74929
H  2.29813  0.13918  -1.79677
H  0.37535  -1.83722  1.24508